Entry 1:
Formula: C41H51AsNO4P2S2Si3Ti
Source: the OMol25 dataset
Level of theory: wB97M-V/def2-TZVPD

Highest occupied orbital energy: -10.708 eV
Lowest unoccupied orbital energy: -0.1258 Ha
E_tot: -7381.617406 hartree
Spin multiplicity: 1
Net charge: +1
HOMO-LUMO gap: 7.285 eV

Structure (XYZ):
```
106
Properties=species:S:1:pos:R:3:forces:R:3
Ti -0.0846 -0.0392 -0.3664 0.64 -0.18 0.84
S -2.4405 -0.0011 -0.0262 -0.03 -0.14 -0.08
P -1.7838 0.0435 1.9239 -0.19 -0.02 -0.02
C -0.1009 -0.0767 1.7316 -0.05 0.43 -0.60
P 1.1778 0.5284 2.6524 -0.07 -0.06 -0.01
S 2.0192 2.3327 1.9503 -0.10 -0.18 0.01
C 0.7390 0.8881 4.3657 0.03 -0.05 -0.03
C 0.1379 -0.1566 5.0677 0.01 0.01 0.00
C -0.2525 0.0302 6.3830 -0.01 0.00 -0.01
C -0.0383 1.2551 7.0017 0.01 -0.02 -0.01
C 0.5739 2.2888 6.3087 0.01 0.02 0.00
C 0.9674 2.1091 4.9906 -0.05 -0.02 -0.02
C 2.4941 -0.7105 2.7098 -0.04 -0.03 0.05
C 3.8076 -0.3730 3.0256 -0.03 -0.04 0.00
C 4.7588 -1.3736 3.1564 0.02 0.07 0.00
C 4.4039 -2.7036 2.9735 -0.03 -0.04 -0.01
C 3.0948 -3.0429 2.6614 -0.02 0.05 -0.01
C 2.1365 -2.0477 2.5341 0.04 0.04 0.02
C -2.5058 1.5314 2.6466 0.18 -0.07 -0.01
C -1.7384 2.6844 2.7633 -0.10 0.02 0.01
C -2.3160 3.8536 3.2384 0.03 -0.02 -0.02
C -3.6584 3.8724 3.5840 -0.01 -0.03 0.00
C -4.4318 2.7256 3.4452 -0.01 0.02 0.00
C -3.8611 1.5560 2.9730 -0.04 0.03 0.01
C -2.4726 -1.3765 2.8000 0.03 0.01 -0.01
C -2.9834 -1.2744 4.0915 0.04 -0.04 -0.02
C -3.3916 -2.4206 4.7596 0.00 0.01 0.02
C -3.2857 -3.6597 4.1455 -0.02 0.00 0.00
C -2.7705 -3.7629 2.8592 0.02 0.04 -0.03
C -2.3635 -2.6240 2.1840 0.00 0.01 0.06
H -0.0229 -1.1144 4.5861 -0.02 -0.02 0.00
H -0.7200 -0.7820 6.9241 0.00 0.00 0.00
H -0.3440 1.4009 8.0291 0.00 0.01 0.00
H 0.7458 3.2402 6.7937 0.00 0.00 0.00
H 1.4365 2.9242 4.4554 -0.01 0.02 0.01
H 4.0823 0.6653 3.1655 0.02 0.01 0.00
H 5.7795 -1.1132 3.4041 0.00 -0.01 0.00
H 5.1521 -3.4789 3.0749 0.00 0.00 0.00
H 2.8155 -4.0759 2.5045 0.01 -0.01 0.00
H 1.1117 -2.2956 2.2813 0.00 -0.01 0.00
H -0.7006 2.6784 2.4603 0.05 0.01 0.00
H -1.7173 4.7501 3.3315 0.00 0.00 0.00
H -4.1087 4.7839 3.9539 0.00 0.00 0.00
H -5.4822 2.7453 3.7027 0.00 0.00 0.00
H -4.4693 0.6668 2.8569 0.00 0.04 -0.02
H -3.0611 -0.3084 4.5742 0.03 -0.05 0.03
H -3.7970 -2.3425 5.7598 0.00 -0.01 0.01
H -3.6095 -4.5497 4.6685 0.00 0.00 0.01
H -2.6884 -4.7296 2.3811 0.00 -0.01 0.00
H -1.9568 -2.6973 1.1814 0.00 -0.02 0.00
O 2.4248 3.1574 -0.5276 0.03 -0.03 0.09
C 1.8992 2.0199 0.0553 -0.02 0.20 -0.22
O 0.6341 1.7485 -0.3209 -0.02 -0.20 -0.11
C 2.7930 0.8373 -0.2333 -0.15 -0.11 0.06
C 4.1699 0.7641 -0.2888 0.08 -0.01 -0.01
C 4.7376 -0.4876 -0.4950 0.00 0.02 0.01
C 3.9388 -1.6244 -0.6050 0.03 -0.04 0.02
C 2.5756 -1.4533 -0.5314 -0.19 0.12 -0.07
N 2.0450 -0.2445 -0.3781 0.12 0.00 -0.04
C 1.4917 -2.5054 -0.5829 0.18 -0.14 -0.04
O 1.7429 -3.6835 -0.5921 -0.09 0.04 -0.04
O 0.2989 -1.9565 -0.6005 -0.11 0.34 0.09
H 1.7759 3.8690 -0.4449 -0.02 -0.01 -0.02
H 4.7726 1.6544 -0.1773 0.00 0.00 0.01
H 5.8140 -0.5819 -0.5554 0.00 0.00 0.00
H 4.3509 -2.6149 -0.7350 0.00 0.00 0.00
C 1.0871 1.3763 -6.1022 -0.02 -0.06 0.01
Si 1.1254 1.6180 -4.2499 -0.05 0.02 -0.12
C 0.5173 3.3207 -3.7683 0.04 -0.03 0.03
C 2.8883 1.3928 -3.6756 -0.01 0.02 0.05
As -0.3178 0.0649 -3.1818 0.01 0.10 0.24
Si -0.0177 -2.0789 -4.1559 -0.06 -0.08 -0.10
C -1.0416 -3.3121 -3.2003 0.03 -0.01 -0.01
C -0.5595 -2.0843 -5.9448 0.02 -0.03 0.01
C 1.8088 -2.4957 -4.0594 0.03 0.03 0.04
Si -2.4850 0.7719 -3.8139 -0.16 0.10 -0.11
C -2.9542 2.2853 -2.8212 0.00 -0.05 0.02
C -3.6390 -0.6629 -3.4869 0.02 0.04 -0.01
C -2.5683 1.2433 -5.6237 -0.02 0.00 0.03
H 1.6821 2.1535 -6.5889 0.01 0.03 0.04
H 0.0791 1.4198 -6.5137 0.01 -0.02 0.00
H 1.5296 0.4146 -6.3707 -0.02 -0.01 -0.02
H 1.3264 4.0438 -3.9008 -0.01 0.01 -0.01
H 0.2110 3.3408 -2.7206 0.00 0.01 0.00
H -0.3226 3.6454 -4.3839 -0.03 -0.02 0.01
H 3.5334 1.9639 -4.3496 0.00 -0.01 0.00
H 3.2237 0.3548 -3.7002 0.00 0.03 0.04
H 3.0314 1.7954 -2.6737 0.01 -0.02 0.00
H -2.0802 -3.3233 -3.5317 -0.02 0.04 0.00
H -1.0094 -3.1279 -2.1271 -0.01 -0.02 -0.03
H -0.6250 -4.3081 -3.3762 -0.02 -0.01 -0.01
H -1.5812 -1.7267 -6.0737 -0.02 0.01 0.00
H -0.5306 -3.1216 -6.2924 0.00 0.01 -0.02
H 0.0991 -1.5025 -6.5901 -0.02 0.05 0.01
H 2.0207 -3.1281 -3.1958 0.02 0.03 0.04
H 2.4432 -1.6091 -4.0095 0.00 -0.04 0.00
H 2.1032 -3.0572 -4.9492 -0.03 -0.01 -0.01
H -2.8889 2.1337 -1.7444 0.01 0.01 -0.01
H -3.9882 2.5484 -3.0622 0.00 -0.01 0.00
H -2.3294 3.1375 -3.0890 0.03 0.02 0.01
H -3.4583 -1.1379 -2.5224 0.00 -0.02 0.01
H -3.5443 -1.4194 -4.2682 0.02 -0.03 0.02
H -4.6724 -0.3068 -3.4988 0.00 0.01 0.00
H -2.0918 2.2075 -5.8098 0.03 -0.01 0.00
H -3.6228 1.3453 -5.8968 0.01 0.00 -0.01
H -2.1232 0.5026 -6.2868 0.00 -0.02 -0.01
```
Forces are in eV/Å.

---

Entry 2:
Formula: C6H9N2OS
Source: the OMol25 dataset
Level of theory: wB97M-V/def2-TZVPD

Highest occupied orbital energy: -13.810 eV
Lowest unoccupied orbital energy: -0.1768 Ha
E_tot: -816.638428 hartree
Spin multiplicity: 1
Net charge: +1
HOMO-LUMO gap: 9.000 eV

Structure (XYZ):
```
19
Properties=species:S:1:pos:R:3:forces:R:3
C -0.4010 -1.1712 0.6710 -1.23 -1.75 0.48
C -1.7107 -1.1212 0.3681 0.38 -1.33 -0.57
C 0.6591 -0.4018 0.0811 0.78 0.43 -0.43
C 1.8989 -1.0493 -0.1611 2.13 -1.52 -0.10
C 2.0123 1.1157 -0.9202 1.02 -1.22 -2.42
C 2.7441 -0.1603 -0.7195 -1.12 0.74 -0.15
N 0.7776 0.8275 -0.3792 -3.79 0.83 1.83
N -3.0731 0.3847 1.2034 -2.48 0.85 -1.20
O -1.7111 1.3301 -0.7754 -0.33 -0.49 -0.40
S -2.5979 0.1923 -0.4408 0.13 0.75 2.23
H -0.1225 -2.1352 1.2211 0.06 1.72 -0.81
H -2.4166 -1.9604 0.6205 0.95 0.99 -0.18
H 2.5153 1.9275 -0.4980 0.65 1.49 1.07
H 1.9586 1.3853 -2.0264 -0.10 -0.48 1.06
H 3.7386 -0.1264 -1.0527 1.23 -0.96 -0.19
H -0.0130 1.5106 -0.2753 0.72 -0.88 -0.47
H 2.1064 -2.1153 0.0653 -0.20 1.02 -0.10
H -4.0470 0.8114 1.2273 1.97 -0.34 0.59
H -2.3178 0.7561 1.7907 -0.76 0.15 -0.26
```
Forces are in eV/Å.

---

Entry 3:
Formula: C7H14
Source: the OMol25 dataset
Level of theory: wB97M-V/def2-TZVPD

Highest occupied orbital energy: -6.635 eV
Lowest unoccupied orbital energy: 0.0380 Ha
E_tot: -274.891255 hartree
Spin multiplicity: 1
HOMO-LUMO gap: 7.669 eV

Structure (XYZ):
```
21
Properties=species:S:1:pos:R:3:forces:R:3
C -1.0079 0.9058 -1.8647 -0.11 0.02 -0.03
C 0.3196 0.4080 -1.3571 0.09 0.24 -0.04
C 0.4747 -0.1560 -0.0754 -0.01 0.20 0.05
C 0.5297 -2.2990 -0.1588 0.00 -0.24 0.09
C 1.3829 0.0723 1.0738 0.15 -0.02 0.01
C -0.1294 0.1117 1.2553 -0.13 -0.05 0.02
C -0.8594 1.4171 1.4705 -0.02 0.06 -0.02
H -1.1268 0.7354 -2.9412 0.02 0.00 0.16
H -1.8408 0.4001 -1.3598 0.12 0.05 -0.07
H -1.1444 1.9851 -1.6955 0.00 -0.16 -0.02
H 0.3301 -1.0183 -0.9989 0.04 -0.28 0.09
H 1.2250 0.6140 -1.9224 -0.11 -0.01 0.08
H 1.5632 -2.5692 -0.3981 -0.13 0.07 0.01
H -0.1667 -2.8148 -0.8345 0.06 0.12 0.04
H 0.2902 -2.5650 0.8733 0.04 0.06 -0.16
H 1.9205 -0.7613 1.5118 -0.11 0.11 -0.08
H 1.9260 1.0150 1.0516 -0.10 -0.13 -0.01
H -0.5398 -0.7380 1.7910 0.07 0.12 -0.10
H -1.9130 1.3268 1.1837 0.15 0.02 0.05
H -0.4160 2.2179 0.8708 -0.04 -0.11 0.08
H -0.8176 1.7124 2.5247 0.01 -0.04 -0.15
```
Forces are in eV/Å.

---

Entry 4:
Formula: C18H13N5O11RhS2
Source: the OMol25 dataset
Level of theory: wB97M-V/def2-TZVPD

Highest occupied orbital energy (alpha / beta): -4.831 / -5.574 eV
Lowest unoccupied orbital energy (alpha / beta): 0.0732 / 0.0619 Ha
E_tot: -2702.044609 hartree
Spin multiplicity: 5
Net charge: -1
HOMO-LUMO gap (alpha / beta): 6.822 / 7.258 eV

Structure (XYZ):
```
50
Properties=species:S:1:pos:R:3:forces:R:3
Rh 0.2544 -0.0181 -0.3869 0.10 -0.51 0.42
O 2.5084 -0.6261 3.1542 0.11 0.00 0.03
C 1.5702 -0.2017 2.4761 -0.17 0.11 -0.07
O 1.1228 -0.7762 1.4296 0.02 0.04 -0.09
C 0.8686 1.0699 2.9492 -0.05 0.01 0.02
C 1.0304 1.3732 4.2748 -0.03 -0.06 -0.07
C 0.3609 2.4526 4.8554 0.02 0.06 0.28
C -0.5040 3.2284 4.1253 0.01 -0.06 -0.07
C -0.6632 2.9590 2.7781 -0.05 0.34 -0.04
C 0.0656 1.9236 2.0924 0.16 -0.17 -0.04
O 0.0396 1.8139 0.8320 0.16 -0.11 -0.08
N -1.6230 3.8187 2.0820 -0.15 -0.57 0.13
O -1.7975 3.6740 0.8860 0.07 0.18 -0.06
O -2.2729 4.6069 2.7561 0.06 0.21 -0.01
N 0.5643 2.7595 6.2647 0.05 -0.02 -0.23
O 1.3674 2.0850 6.8870 -0.02 -0.01 0.05
O -0.0632 3.6867 6.7522 -0.03 0.00 0.05
H 1.6808 0.7440 4.8648 0.00 0.02 0.01
H -1.0495 4.0373 4.5836 0.01 -0.01 0.00
O -2.3179 -3.1609 1.2120 -0.02 -0.09 -0.01
C -1.9189 -2.2016 0.6368 -0.01 0.02 0.10
O -1.7831 -0.9985 0.6535 0.01 0.10 -0.11
C -1.2312 -2.7940 -1.1777 0.05 0.02 -0.01
O -2.0283 -3.5263 -1.7001 -0.10 -0.02 0.01
O -0.1869 -2.2099 -1.3976 0.07 0.11 0.06
S -0.8240 1.0385 -2.2947 -0.20 0.15 -0.39
C -2.4093 0.6007 -1.8315 -0.14 0.15 0.29
N -2.9147 -0.5957 -2.2098 0.15 -0.12 -0.15
C -4.0988 -1.1073 -1.8013 -0.02 0.08 0.06
C -4.9030 -0.3700 -0.9896 0.07 -0.01 -0.05
C -4.4496 0.9024 -0.5877 -0.10 0.00 0.05
C -3.2383 1.3834 -0.9954 0.15 -0.03 -0.12
H -2.2899 -1.1818 -2.7536 -0.06 0.00 -0.01
H -4.3156 -2.1101 -2.1349 0.01 -0.01 0.00
H -5.8427 -0.7765 -0.6497 -0.01 0.02 0.01
H -5.0570 1.5014 0.0789 -0.01 -0.01 0.00
H -2.8487 2.3293 -0.6477 -0.02 0.00 0.00
C 2.4855 3.0967 -0.8815 0.02 -0.07 0.06
N 3.2013 2.1708 -0.0179 0.08 0.16 -0.10
C 3.8614 2.4943 1.1567 -0.13 -0.06 0.03
C 4.3130 1.3421 1.6900 -0.06 0.02 0.03
N 3.9498 0.3396 0.8189 0.02 -0.05 -0.11
C 3.2561 0.8411 -0.2195 -0.08 0.09 0.02
S 2.5455 -0.0211 -1.5016 0.02 0.11 -0.04
H 2.5853 4.0925 -0.4568 -0.02 0.01 -0.02
H 1.4326 2.8176 -0.9183 0.02 0.02 0.02
H 2.9088 3.0716 -1.8839 -0.01 -0.01 -0.01
H 3.8994 3.5022 1.5257 0.03 0.02 -0.01
H 4.7929 1.1416 2.6277 0.03 -0.03 0.02
H 3.9424 -0.6479 1.0225 -0.02 -0.02 0.13
```
Forces are in eV/Å.